60
Properties=species:S:1:pos:R:3:forces:R:3:mulliken_charge:R:1 method="wB97M-V/def2-TZVPD" total_charge=-1 energy_ev=-347694.7630 spin_multiplicity=4 de_lowest_ev=0.025 orbital_gap_ha="0.2242 / 0.2203" lumo_ev="1.32 / 1.29"
V 2.4208 -1.9283 -1.0661 0.1 -0.3 0.4 0.414
O 1.1037 -4.0335 1.5841 -0.1 -0.1 0.1 -0.575
S 2.0906 -4.0194 0.5276 0.5 0.7 -0.1 1.193
O 2.9300 -5.1679 0.4275 0.0 0.0 0.0 -0.637
O 1.4401 -3.6307 -0.8082 -0.4 -0.5 -0.2 -0.545
O 2.9321 -2.6947 0.6509 -0.1 -0.1 0.0 -0.584
Se 3.4007 0.8734 -5.3742 0.0 0.0 0.1 -0.610
Sb 4.8505 -0.1268 -3.7484 0.1 -0.1 -0.1 0.816
Se 7.1287 -0.8048 -4.4013 -0.1 0.1 0.1 -0.454
Se 5.9298 1.0317 -1.8989 0.0 0.0 0.0 -0.553
Se 3.7548 -2.3181 -2.9364 0.1 0.2 -0.3 -0.486
C -6.3199 -0.7911 0.4521 0.0 0.0 0.0 -1.580
C -4.8168 -0.8353 0.4724 0.0 0.0 0.0 0.725
C -4.0626 0.2703 0.1129 0.0 0.0 0.0 -0.824
C -2.6714 0.2491 0.1153 -0.1 -0.1 0.0 1.302
C -1.9528 1.4935 -0.3114 0.0 0.1 0.0 -1.232
C -2.0302 -0.9307 0.5089 0.1 0.1 0.0 0.263
Te 0.0738 -1.1864 0.6606 -0.3 0.2 0.0 1.305
N 0.6225 -0.6113 -1.1664 0.4 0.0 -0.1 -1.245
C 1.6400 0.3267 -1.2292 -0.5 0.1 0.4 1.100
O 2.6784 0.1498 -0.5532 0.2 0.0 -0.2 -0.529
C 1.4740 1.4934 -2.1135 -0.1 -0.1 -0.1 0.604
C 2.3966 2.5294 -2.0285 0.0 0.0 -0.1 -0.375
C 2.2310 3.6457 -2.8299 0.1 0.1 0.0 -0.765
C 1.1701 3.7191 -3.7180 -0.1 -0.1 0.0 -0.366
C 0.2566 2.6737 -3.8158 0.1 0.1 0.0 -0.926
C 0.4062 1.5611 -3.0097 0.0 0.0 0.1 -0.169
C 0.6414 0.4306 1.8996 -0.1 0.1 0.0 1.173
C 0.9006 1.7182 1.4472 0.0 0.0 0.0 -0.203
C 1.3396 2.6874 2.3331 0.0 0.0 0.0 -1.183
C 1.5184 2.3624 3.6693 0.0 0.0 0.0 -0.735
C 1.2669 1.0746 4.1109 0.0 0.0 0.0 -0.833
C 0.8324 0.0793 3.2386 0.0 0.0 0.1 0.625
C 0.5912 -1.3169 3.7518 0.0 0.0 0.0 -1.526
C -2.7660 -2.0789 0.8538 0.1 0.0 0.0 0.799
C -2.1465 -3.4188 1.1809 -0.1 0.0 0.0 -2.083
C -4.1524 -1.9991 0.8308 0.0 0.0 0.0 -0.962
H -6.6833 0.2155 0.2499 0.0 0.0 0.0 0.345
H -6.7326 -1.1191 1.4072 0.0 0.0 0.0 0.363
H -6.7159 -1.4543 -0.3192 0.0 0.0 0.0 0.331
H -4.5665 1.1814 -0.1916 0.0 0.0 0.0 0.349
H -2.5303 2.0153 -1.0749 0.0 0.0 0.0 0.538
H -0.9818 1.2761 -0.7429 0.1 0.0 0.0 -0.327
H -1.8206 2.1730 0.5329 0.0 0.0 0.0 0.402
H 3.2442 2.4348 -1.3635 0.0 0.0 0.0 0.471
H 2.9549 4.4499 -2.7852 0.0 0.0 0.0 0.431
H 1.0661 4.5849 -4.3598 0.0 0.0 0.0 0.404
H -0.5519 2.7227 -4.5331 0.0 0.0 0.0 0.424
H -0.2784 0.7261 -3.0725 0.0 0.0 0.0 0.529
H 0.7865 1.9809 0.4070 0.0 0.0 -0.1 0.441
H 1.5550 3.6847 1.9733 0.0 0.0 0.0 0.475
H 1.8720 3.1100 4.3676 0.0 0.0 0.0 0.388
H 1.4248 0.8220 5.1525 0.0 0.0 0.0 0.379
H 0.8713 -1.3854 4.8015 0.0 0.0 0.0 0.445
H 1.1647 -2.0677 3.2002 0.0 0.0 0.0 0.434
H -0.4656 -1.5916 3.6786 0.0 0.0 0.0 0.239
H -1.1965 -3.3738 1.7082 0.0 0.0 0.1 0.425
H -1.9542 -3.9781 0.2621 0.0 0.0 0.0 0.351
H -2.8381 -4.0039 1.7858 0.0 0.0 0.0 0.414
H -4.7267 -2.8802 1.0971 0.0 0.0 0.0 0.408